{
  "formula": "C3H3N3O",
  "method": "the ωB97M-V functional and the def2-TZVPD basis",
  "species": ["N", "C", "C", "C", "O", "H", "H", "H", "N", "N"],
  "positions_angstrom": [[2.199, -0.402, 0.730], [1.112, -0.684, 0.276], [-0.091, -1.075, -0.127], [-1.282, -0.485, 0.489], [-1.265, 0.393, 1.328], [2.700, 0.399, 0.354], [-0.180, -1.809, -0.918], [-2.240, -0.901, 0.116], [0.047, 2.125, -1.051], [-0.999, 2.439, -1.196]],
  "forces_ev_per_angstrom": [[-0.7, -0.1, -0.3], [0.5, 0.1, 0.2], [0.1, 0.0, 0.1], [0.0, 0.2, 0.2], [-0.1, -0.3, -0.3], [0.0, 0.0, 0.0], [0.0, 0.1, 0.1], [0.1, 0.1, 0.1], [-1.7, 0.6, -0.3], [1.8, -0.5, 0.2]],
  "mulliken_charge": [-0.47, 0.59, -0.57, -0.03, -0.50, 0.31, 0.36, 0.33, 0.12, -0.12],
  "e_homo_ev": -9.7,
  "relative_energy_ev": 0.780,
  "total_energy_ha": -355.61121,
  "smiles": "N=C=CC=O.N#N",
  "gap_ev": 10.16
}

{
  "formula": "CH6NO2",
  "method": "the ωB97M-V functional and the def2-TZVPD basis",
  "species": ["O", "H", "H", "H", "C", "N", "O", "H", "H", "H"],
  "positions_angstrom": [[-1.829, 0.170, 0.240], [-2.261, 1.032, 0.264], [-2.486, -0.559, 0.207], [0.953, 0.507, 1.498], [0.717, 0.147, -0.517], [1.042, -1.135, -0.452], [0.512, 0.900, 0.593], [0.204, 0.800, -1.345], [1.075, -1.645, 0.375], [1.444, -1.630, -1.393]],
  "forces_ev_per_angstrom": [[-0.4, -1.1, -0.2], [-0.4, -0.4, 0.1], [0.2, 1.2, 0.0], [-1.6, 1.1, -3.1], [-2.8, 1.6, 2.8], [1.3, 1.5, -5.9], [3.1, -2.7, 0.8], [1.9, -2.0, 0.7], [0.3, -0.8, 1.8], [-1.6, 1.5, 3.1]],
  "mulliken_charge": [-0.58, 0.31, 0.31, 0.38, 0.42, -0.33, -0.40, 0.33, 0.23, 0.33],
  "charge": 1,
  "e_homo_ev": -15.8,
  "relative_energy_ev": 2.026,
  "total_energy_ha": -246.62931,
  "gap_ev": 10.90
}

{
  "formula": "C6H11N",
  "method": "the ωB97M-V functional and the def2-TZVPD basis",
  "species": ["C", "C", "C", "C", "C", "C", "N", "H", "H", "H", "H", "H", "H", "H", "H", "H", "H", "H"],
  "positions_angstrom": [[1.455, 0.822, 2.290], [1.336, 1.181, 1.015], [0.092, 1.260, 0.117], [-0.595, -0.074, -0.107], [0.247, -1.326, -0.005], [-1.595, -0.064, -1.009], [-1.915, -0.955, -2.047], [2.427, 0.485, 2.660], [0.814, 1.010, 3.148], [2.061, 0.688, 0.342], [0.349, 1.660, -0.872], [-0.488, 2.086, 0.586], [-0.301, -2.165, -0.428], [0.521, -1.541, 1.030], [1.131, -1.312, -0.646], [-2.114, 0.881, -1.126], [-1.677, -0.688, -2.992], [-1.748, -1.949, -1.955]],
  "forces_ev_per_angstrom": [[0.9, 1.1, 0.9], [-0.4, -3.3, -1.9], [-0.4, 2.2, 2.2], [0.2, -0.7, -1.8], [-0.4, -0.1, 0.0], [0.8, 0.9, -0.2], [-0.8, -1.3, 0.2], [-0.1, -0.1, -0.4], [-0.7, 0.1, -0.5], [0.8, 0.9, 0.7], [0.3, -0.1, 0.3], [-0.6, -0.7, -0.4], [-0.2, -0.2, 0.4], [0.1, -0.1, -0.2], [0.3, 0.4, 0.2], [0.0, 0.2, -0.2], [-0.1, 0.5, 0.3], [0.2, 0.3, 0.4]],
  "mulliken_charge": [-0.68, -0.22, -0.57, 0.47, -1.28, -0.34, -0.54, 0.25, 0.28, 0.20, 0.27, 0.39, 0.38, 0.30, 0.31, 0.37, 0.19, 0.23],
  "e_homo_ev": -8.0,
  "relative_energy_ev": 2.902,
  "total_energy_ha": -289.86503,
  "smiles": "C=CC/C(C)=C/N",
  "gap_ev": 8.93
}